Record 1
Here is a 2-piece molecular cluster, C7H14O2 overall from the Open Molecules 2025 dataset. Energies are from wB97M-V/def2-TZVPD.

Properties
* HOMO energy: -8.88 eV
* SMILES string: C=C(/C=C/CO)CC.O
* F_max: 0.06064 Eh/bohr
* LUMO energy: 0.5 eV
* total energy: -11578.486 eV
* HOMO-LUMO gap: 9.40 eV
* energy above the lowest of the compared OMol25 structures with the same formula, charge and spin: 2.823 eV

```
! wB97M-V def2-TZVPD RIJCOSX def2/J DEFGRID3
* xyz 0 1
C -1.538 0.619 -1.845
C -0.055 0.799 -1.572
C 0.315 1.289 -0.209
C 0.822 2.537 -0.079
C -0.691 -1.305 2.463
O -0.343 -2.694 2.452
C -0.001 -0.534 1.408
C -0.383 0.663 0.931
H -1.921 -0.298 -1.401
H -2.053 1.509 -1.402
H -1.677 0.573 -2.902
H 0.514 -0.103 -1.748
H 0.438 1.425 -2.377
H 1.145 3.187 -0.891
H 1.266 2.770 0.904
H -1.783 -1.169 2.405
H -0.220 -1.123 3.449
H -0.337 -3.220 1.650
H 0.828 -0.977 0.852
H -1.088 1.300 1.438
H 2.385 -2.426 -1.485
H 2.386 -1.285 -0.599
O 1.992 -1.536 -1.442
*
```

***

Record 2
Here is a 2-piece molecular cluster, C7H14O2S overall from the Open Molecules 2025 dataset. Energies are from wB97M-V/def2-TZVPD.

Properties
* HOMO energy: -8.96 eV
* SMILES string: C=[S@@H](=O)O.C=CCC(=C)C
* F_max: 0.09358 Eh/bohr
* LUMO energy: 0.4 eV
* total energy: -22410.510 eV
* HOMO-LUMO gap: 9.37 eV
* energy above the lowest of the compared OMol25 structures with the same formula, charge and spin: 6.838 eV

```
! wB97M-V def2-TZVPD RIJCOSX def2/J DEFGRID3
* xyz 0 1
C 3.343 1.550 -0.074
C 2.472 0.971 -0.925
C 0.606 -0.675 1.283
C 1.089 -1.762 -0.989
C 1.064 0.734 -0.706
C -2.750 0.961 1.624
C 0.848 -0.610 -0.058
O -3.503 0.924 -0.736
O -2.927 -1.340 -0.350
S -3.383 0.108 0.381
H 4.363 1.689 -0.126
H 3.048 1.914 0.820
H 2.930 0.568 -1.933
H 0.385 0.301 1.710
H -3.308 -1.400 -1.213
H 0.218 -1.532 1.817
H 2.094 -2.047 -0.880
H 0.842 -1.527 -2.030
H 0.522 -2.619 -0.698
H 0.508 0.899 -1.686
H 0.653 1.395 0.066
H -2.770 0.381 2.526
H -1.780 1.447 1.364
H -4.563 -0.329 0.813
*
```

***

Record 3
Here is the molecule C7H14O3 from the Open Molecules 2025 dataset. Energies are from wB97M-V/def2-TZVPD.

Properties
* HOMO energy: -10.06 eV
* SMILES string: CC(C)(CO)CCC(=O)O
* F_max: 0.09251 Eh/bohr
* LUMO energy: 0.5 eV
* total energy: -13627.570 eV
* HOMO-LUMO gap: 10.52 eV
* energy above the lowest of the compared OMol25 structures with the same formula, charge and spin: 1.613 eV

```
! wB97M-V def2-TZVPD RIJCOSX def2/J DEFGRID3
* xyz 0 1
C 4.418 1.698 -1.960
C 3.603 0.446 -1.615
C 2.138 0.671 -2.009
C 4.206 -0.753 -2.375
C 3.330 -2.002 -2.441
C 3.014 -2.629 -1.100
O 3.707 -3.473 -0.582
O 2.913 -0.808 0.432
C 3.704 0.240 -0.096
H 5.457 1.602 -1.610
H 4.443 1.849 -3.049
H 3.983 2.596 -1.498
H 2.060 0.868 -3.088
H 1.495 -0.192 -1.788
H 1.718 1.530 -1.463
H 4.432 -0.424 -3.400
H 5.160 -1.032 -1.901
H 2.383 -1.796 -2.960
H 3.833 -2.782 -3.033
H 4.739 -0.038 0.152
H 3.493 1.194 0.415
H 1.818 -0.903 0.271
O 1.529 -2.635 -0.682
H 1.007 -2.192 -1.360
*
```

***

Record 4
Here is C7H14O3 as an isolated structure from the Open Molecules 2025 dataset. Energies are from wB97M-V/def2-TZVPD.

Properties
* HOMO energy: -8.13 eV
* F_max: 0.09093 Eh/bohr
* LUMO energy: 0.4 eV
* total energy: -13625.790 eV
* HOMO-LUMO gap: 8.54 eV
* energy above the lowest of the compared OMol25 structures with the same formula, charge and spin: 3.393 eV

```
! wB97M-V def2-TZVPD RIJCOSX def2/J DEFGRID3
* xyz 0 1
C 0.195 -0.393 0.448
C -1.179 0.366 -0.704
C 1.083 0.305 -0.451
C 0.161 -1.899 0.375
C -2.226 -0.704 -0.929
C -1.692 1.538 0.108
C 2.796 0.498 0.632
O 0.085 0.068 1.702
O 4.062 0.758 0.205
O 2.526 0.852 1.773
H 0.994 0.455 1.979
H 4.147 0.450 -0.705
H -0.826 0.715 -1.677
H 1.063 1.385 -0.455
H 1.338 -0.197 -1.376
H -0.664 -2.279 0.973
H 1.089 -2.270 0.810
H 0.075 -2.266 -0.643
H -1.887 -1.472 -1.625
H -0.920 2.291 0.273
H -3.116 -0.254 -1.379
H -2.525 -1.170 0.009
H -2.054 1.209 1.078
H -2.525 2.013 -0.421
*
```

***

Copy entry 2 word for word.
Here is a 2-piece molecular cluster, C7H14O2S overall from the Open Molecules 2025 dataset. Energies are from wB97M-V/def2-TZVPD.

Properties
* HOMO energy: -8.96 eV
* SMILES string: C=[S@@H](=O)O.C=CCC(=C)C
* F_max: 0.09358 Eh/bohr
* LUMO energy: 0.4 eV
* total energy: -22410.510 eV
* HOMO-LUMO gap: 9.37 eV
* energy above the lowest of the compared OMol25 structures with the same formula, charge and spin: 6.838 eV

```
! wB97M-V def2-TZVPD RIJCOSX def2/J DEFGRID3
* xyz 0 1
C 3.343 1.550 -0.074
C 2.472 0.971 -0.925
C 0.606 -0.675 1.283
C 1.089 -1.762 -0.989
C 1.064 0.734 -0.706
C -2.750 0.961 1.624
C 0.848 -0.610 -0.058
O -3.503 0.924 -0.736
O -2.927 -1.340 -0.350
S -3.383 0.108 0.381
H 4.363 1.689 -0.126
H 3.048 1.914 0.820
H 2.930 0.568 -1.933
H 0.385 0.301 1.710
H -3.308 -1.400 -1.213
H 0.218 -1.532 1.817
H 2.094 -2.047 -0.880
H 0.842 -1.527 -2.030
H 0.522 -2.619 -0.698
H 0.508 0.899 -1.686
H 0.653 1.395 0.066
H -2.770 0.381 2.526
H -1.780 1.447 1.364
H -4.563 -0.329 0.813
*
```

***

Q: What is the F_max in the second record?
A: 0.09358 Eh/bohr

***

Q: Which of these has the lowest total energy?
A: C7H14O2S

***

Copy entry 2 word for word.
Here is a 2-piece molecular cluster, C7H14O2S overall from the Open Molecules 2025 dataset. Energies are from wB97M-V/def2-TZVPD.

Properties
* HOMO energy: -8.96 eV
* SMILES string: C=[S@@H](=O)O.C=CCC(=C)C
* F_max: 0.09358 Eh/bohr
* LUMO energy: 0.4 eV
* total energy: -22410.510 eV
* HOMO-LUMO gap: 9.37 eV
* energy above the lowest of the compared OMol25 structures with the same formula, charge and spin: 6.838 eV

```
! wB97M-V def2-TZVPD RIJCOSX def2/J DEFGRID3
* xyz 0 1
C 3.343 1.550 -0.074
C 2.472 0.971 -0.925
C 0.606 -0.675 1.283
C 1.089 -1.762 -0.989
C 1.064 0.734 -0.706
C -2.750 0.961 1.624
C 0.848 -0.610 -0.058
O -3.503 0.924 -0.736
O -2.927 -1.340 -0.350
S -3.383 0.108 0.381
H 4.363 1.689 -0.126
H 3.048 1.914 0.820
H 2.930 0.568 -1.933
H 0.385 0.301 1.710
H -3.308 -1.400 -1.213
H 0.218 -1.532 1.817
H 2.094 -2.047 -0.880
H 0.842 -1.527 -2.030
H 0.522 -2.619 -0.698
H 0.508 0.899 -1.686
H 0.653 1.395 0.066
H -2.770 0.381 2.526
H -1.780 1.447 1.364
H -4.563 -0.329 0.813
*
```